ORCA calculation (ωB97M-V/def2-TZVPD) on C31H50CeClPSe as an isolated structure at a distorted geometry.

Its total charge is -1. The value obtained for the maximum force is 3.5 eV Å⁻¹. The calculation puts the relative energy (zero: lowest compared OMol25 entry of this formula, charge and spin) at 0.410 eV. The orbital gap (spin up / spin down) comes out at 4.50 / 4.53 eV. The calculation puts the total energy at -4889.2958 Eh. Its spin multiplicity is 2.

Atoms and positions in Å:
Ce 1.01165 1.12521 0.51134
P 0.09892 0.58417 -2.23064
Cl 1.34019 3.69785 0.09168
C -1.15589 0.48410 -0.06309
H -1.87614 -0.23747 -0.49947
H -1.74924 1.34184 0.42350
C 1.97466 0.81511 -2.53221
C -0.69628 2.25444 -2.50312
C 2.37918 0.87665 -4.01797
H 2.16987 1.80148 -2.06536
C 3.85628 1.25397 -4.17990
H 2.22132 -0.11356 -4.47188
H 1.76126 1.58859 -4.57796
C 4.79107 0.34465 -3.37441
H 4.12360 1.20682 -5.24332
H 3.99599 2.29795 -3.86967
C 4.31546 0.10324 -1.93813
H 4.88680 -0.61691 -3.89371
H 5.79425 0.78544 -3.36256
C 2.81508 -0.26614 -1.84314
H 4.91856 -0.68878 -1.47892
H 4.48718 1.01321 -1.34671
H 2.65670 -1.22106 -2.37485
H 2.54847 -0.47649 -0.77629
C -0.54796 -0.48974 -3.65234
C -2.20928 2.06484 -2.65040
H -0.50348 2.76188 -1.54111
C -2.94495 3.41376 -2.66331
H -2.43610 1.52146 -3.58222
H -2.57979 1.44941 -1.82278
C -2.33509 4.43804 -3.62683
H -3.99681 3.24295 -2.92720
H -2.93544 3.82642 -1.64545
C -0.80642 4.52986 -3.54763
H -2.62983 4.18668 -4.65344
H -2.75982 5.42679 -3.41441
C -0.11222 3.16218 -3.59365
H -0.43314 5.15651 -4.36762
H -0.52390 5.02433 -2.60851
H -0.25344 2.71551 -4.58853
H 0.96858 3.29753 -3.44767
C 0.14499 -1.85471 -3.69556
H -1.59820 -0.64859 -3.33685
C -0.53902 -2.80574 -4.69575
H 1.19713 -1.72387 -3.99155
H 0.14609 -2.30594 -2.69556
C -0.74302 -2.20671 -6.08934
H 0.06068 -3.72170 -4.77683
H -1.51294 -3.10029 -4.28014
C -1.30161 -0.78519 -6.06569
H 0.20433 -2.22126 -6.63732
H -1.42782 -2.84468 -6.65977
C -0.59596 0.13541 -5.05996
H -1.22036 -0.34201 -7.06517
H -2.37228 -0.81054 -5.82282
H 0.42835 0.31702 -5.41405
H -1.10075 1.10815 -5.04388
C -0.34003 -2.51175 -0.10066
C -1.67668 -2.59779 -0.36586
H 0.31064 -1.86114 -0.70548
C -2.67659 -2.83200 0.70842
H -2.06082 -2.33105 -1.35462
C -2.03214 -2.99720 2.08329
H -3.35701 -1.94702 0.70644
H -3.33787 -3.69369 0.50606
C -0.73466 -3.82884 1.99697
H -1.79609 -2.01436 2.52061
H -2.74076 -3.49413 2.76488
C 0.28513 -3.20428 1.05991
H -0.33339 -4.02044 2.98147
H -1.03623 -4.81306 1.59141
H 0.92705 -2.50060 1.62556
H 0.93843 -4.01959 0.71718
Se 1.42569 -0.29994 3.02420
C 0.01126 -0.26763 4.29148
C -1.11622 0.53203 4.00331
C -2.20381 0.56420 4.86929
C -2.21331 -0.15740 6.06642
C -1.07956 -0.93542 6.39644
C 0.00531 -0.98635 5.52145
H -1.11775 1.12074 3.08966
H -3.07370 1.18061 4.59529
H -3.07316 -0.12180 6.73427
H -1.06929 -1.48648 7.33317
H 0.87570 -1.59457 5.78276

Charges obtained by Löwdin population analysis, quoted in units of e: 0.141, 1.038, -0.066, -0.438, -0.066, -0.042, -0.452, -0.432, -0.218, 0.081, -0.199, 0.097, 0.087, -0.205, 0.105, 0.114, -0.186, 0.109, 0.104, -0.228, 0.110, 0.117, 0.116, 0.067, -0.388, -0.215, 0.044, -0.192, 0.100, 0.083, -0.209, 0.104, 0.116, -0.197, 0.105, 0.101, -0.205, 0.104, 0.111, 0.092, 0.103, -0.208, 0.112, -0.193, 0.094, 0.084, -0.212, 0.107, 0.112, -0.200, 0.107, 0.102, -0.209, 0.105, 0.112, 0.093, 0.080, -0.126, -0.143, 0.057, -0.220, 0.089, -0.191, 0.117, 0.101, -0.200, 0.107, 0.104, -0.227, 0.097, 0.109, 0.022, 0.109, 0.562, -0.645, -0.152, -0.113, -0.120, -0.118, -0.140, 0.064, 0.100, 0.084, 0.086, 0.088

ORCA calculation (ωB97M-V/def2-TZVPD) on a 2-piece molecular cluster, CH4N2O2 overall at a distorted geometry.

Its total charge is 0. The value obtained for the maximum force is 4.0 eV Å⁻¹. The calculation puts the relative energy (zero: lowest compared OMol25 entry of this formula, charge and spin) at 5.596 eV. The orbital gap (spin up / spin down) comes out at 8.79 / 7.69 eV. The calculation puts the total energy at -300.2820 Eh. Its spin multiplicity is 1.

Atoms and positions in Å:
C 0.44591 1.97947 -0.35976
N 0.68276 -1.40508 0.43911
N -0.30506 -0.93773 -0.33274
O -0.46417 2.68386 -0.59035
O -1.56959 -1.06207 0.18594
H 1.54011 2.12806 -0.52200
H 1.48223 -0.67138 0.35999
H 0.43803 -1.84441 1.25502
H -2.25021 -0.87071 -0.43521

Charges obtained by Löwdin population analysis, quoted in units of e: -0.083, -0.002, -0.171, 0.021, -0.059, 0.054, 0.127, 0.042, 0.072

ORCA calculation (ωB97M-V/def2-TZVPD) on a 2-piece molecular cluster, C2H6BrO2P overall at a distorted geometry.

Its total charge is 0. The value obtained for the maximum force is 3.3 eV Å⁻¹. The calculation puts the relative energy (zero: lowest compared OMol25 entry of this formula, charge and spin) at 1.497 eV. The orbital gap comes out at 10.02 eV. The calculation puts the total energy at -3145.6518 Eh. Its spin multiplicity is 1.

Atoms and positions in Å:
C 2.12493 -0.30425 -0.48085
C -2.24608 -0.01592 1.72822
O 0.43133 0.20124 -3.83406
O 1.62789 -0.40076 -1.72667
P 0.66039 0.69408 -2.49583
Br 1.14712 0.88507 0.66629
H 3.10662 0.01840 -0.67969
H -1.44904 0.51349 1.25640
H 1.94892 -1.23743 -0.00429
H -1.85067 -1.00400 1.91973
H -2.41744 0.56488 2.64517
H -3.08397 0.08520 1.00556

Charges obtained by Löwdin population analysis, quoted in units of e: -0.709, -0.063, -0.418, -0.429, 0.833, 0.677, 0.069, -0.096, 0.059, 0.017, 0.025, 0.035

ORCA calculation (ωB97M-V/def2-TZVPD) on a 2-piece molecular cluster, C4H6Cl2O overall at a distorted geometry.

Its total charge is 0. The value obtained for the maximum force is 1.2 eV Å⁻¹. The calculation puts the relative energy (zero: lowest compared OMol25 entry of this formula, charge and spin) at 3.401 eV. The orbital gap comes out at 7.95 eV. The calculation puts the total energy at -1151.5039 Eh. Its spin multiplicity is 1.

Atoms and positions in Å:
C -0.84959 -0.24606 -0.01407
C 0.83145 1.33682 1.78070
C -0.61762 0.03523 -1.46447
C -0.12640 -1.04658 0.76990
O 0.94767 -1.78158 0.40960
Cl 2.32033 1.11811 1.00834
Cl 0.10599 2.78111 1.31006
H -0.00527 -0.72652 -1.94563
H -0.12539 1.00123 -1.59357
H -1.57221 0.08069 -1.98403
H -0.37612 -1.19493 1.80911
H -1.68304 0.27301 0.43698
H 1.15019 -1.63052 -0.52293

Charges obtained by Löwdin population analysis, quoted in units of e: -0.210, -1.014, -0.092, -0.291, -0.001, 0.552, 0.537, 0.067, 0.071, 0.075, 0.119, 0.098, 0.089

ORCA calculation (ωB97M-V/def2-TZVPD) on an isolated ion of composition C38H37N2 and charge +1 at a distorted geometry.

Its total charge is +1. The value obtained for the maximum force is 2.1 eV Å⁻¹. The calculation puts the relative energy (zero: lowest compared OMol25 entry of this formula, charge and spin) at 0.281 eV. The orbital gap comes out at 7.68 eV. The calculation puts the total energy at -1579.5270 Eh. Its spin multiplicity is 1.

Atoms and positions in Å:
C 3.85185 -5.37075 -0.70488
C 4.52569 -4.34255 -0.03870
C 3.95627 -3.07059 0.06101
C 2.69804 -2.79535 -0.50046
C 2.07247 -1.39197 -0.25278
C 1.58837 -1.33996 1.18905
C 1.91599 -0.26385 2.01487
C 1.57997 -0.31030 3.37065
C 0.93771 -1.43357 3.90127
C 0.57163 -2.49032 3.06223
C 0.88040 -2.43182 1.70431
C 0.95359 -0.91477 -1.22508
C 1.42762 -1.19760 -2.66194
C 1.47108 0.11617 -3.43821
C 1.55655 1.19845 -2.37500
N 0.76846 0.68072 -1.16694
C 2.01945 -3.82953 -1.15625
C 2.59806 -5.10807 -1.25679
H 4.30089 -6.36335 -0.78483
H 5.50018 -4.53513 0.40652
H 4.49002 -2.28067 0.59589
H 2.89488 -0.66849 -0.40467
H 2.45778 0.59253 1.59583
H 1.82883 0.53662 4.01377
H 0.71766 -1.48383 4.97141
H 0.04080 -3.36131 3.45747
H 0.60373 -3.25888 1.04709
H -0.02543 -1.35095 -0.99015
H 2.44650 -1.59490 -2.63225
H 0.83195 -1.98341 -3.14443
H 2.36798 0.16653 -4.07266
H 0.58354 0.25466 -4.07623
H 2.58595 1.35738 -2.01966
H 1.18741 2.15329 -2.75153
H 1.25556 0.97888 -0.31674
H 1.02715 -3.65569 -1.58471
H 2.05073 -5.89830 -1.77278
C -2.29498 -0.56216 5.06277
N -2.68580 0.58509 4.26940
C -3.32201 1.62582 5.05207
C -2.22531 0.78601 2.99677
C -1.89897 -0.31520 2.17151
C -1.35733 -0.13272 0.91514
C -1.11799 1.14682 0.40646
C -0.57343 1.31288 -1.01527
C -0.40342 2.80431 -1.41826
C -0.99059 3.02481 -2.68594
C -0.84617 4.23591 -3.35747
C -0.08929 5.23690 -2.75305
C 0.40713 5.06061 -1.45061
C 0.23965 3.84956 -0.76100
C -1.67629 1.79864 -3.10632
C -1.52185 0.80430 -2.10606
C -2.42595 -0.24655 -2.06908
C -3.29830 -0.41801 -3.15538
C -3.32942 0.48733 -4.21970
C -2.54601 1.64102 -4.17449
C -1.54671 2.23560 1.17723
C -2.08597 2.07901 2.44634
H -2.14862 -1.44842 4.43561
H -1.36053 -0.37430 5.62076
H -3.08592 -0.75964 5.80702
H -4.11315 2.13429 4.48608
H -3.76004 1.12354 5.92365
H -2.60050 2.38124 5.40272
H -2.06122 -1.33369 2.51548
H -1.14584 -1.01648 0.32210
H -1.33522 4.36412 -4.32159
H 0.07942 6.17673 -3.27356
H 0.92854 5.88546 -0.96778
H 0.57895 3.74956 0.27802
H -2.47893 -0.91637 -1.20742
H -3.96776 -1.27271 -3.14473
H -4.00880 0.32315 -5.04674
H -2.63004 2.44098 -4.91280
H -1.45415 3.23873 0.76193
H -2.36647 2.95455 3.03246

Charges obtained by Löwdin population analysis, quoted in units of e: -0.075, -0.064, -0.024, -0.202, -0.175, -0.216, -0.039, -0.058, -0.086, -0.068, -0.034, -0.122, -0.123, -0.126, -0.064, 0.079, -0.055, -0.063, 0.111, 0.110, 0.123, 0.152, 0.116, 0.112, 0.105, 0.117, 0.123, 0.125, 0.119, 0.128, 0.130, 0.120, 0.147, 0.121, 0.155, 0.113, 0.109, -0.057, -0.192, -0.061, -0.219, -0.001, -0.058, -0.137, -0.219, -0.140, -0.128, 0.003, -0.052, -0.051, -0.035, -0.120, -0.080, -0.002, -0.052, -0.053, -0.002, -0.016, 0.007, 0.070, 0.090, 0.093, 0.097, 0.085, 0.095, 0.106, 0.084, 0.119, 0.112, 0.111, 0.125, 0.109, 0.109, 0.110, 0.120, 0.105, 0.108

ORCA calculation (ωB97M-V/def2-TZVPD) on an isolated molecule of C4H7ClO at a distorted geometry.

Its total charge is 0. The value obtained for the maximum force is 4.4 eV Å⁻¹. The calculation puts the relative energy (zero: lowest compared OMol25 entry of this formula, charge and spin) at 1.030 eV. The orbital gap comes out at 10.98 eV. The calculation puts the total energy at -692.0080 Eh. Its spin multiplicity is 1.

Atoms and positions in Å:
C 0.84056 0.27300 0.52506
C 0.07248 -1.05013 0.47364
C -0.92082 -0.65816 -0.69338
C -0.10164 1.37772 -0.00092
H 1.35342 0.58239 1.52277
H -0.50878 -1.22056 1.32035
H 0.59761 -1.87437 0.18442
H -0.41503 -0.87464 -1.69428
H -1.84759 -1.31928 -0.70654
H 0.31266 1.97109 -0.83903
H -0.48297 2.08099 0.80178
O -1.31495 0.63749 -0.43812
Cl 2.41505 0.07447 -0.45576

Charges obtained by Löwdin population analysis, quoted in units of e: -0.589, -0.165, -0.254, -0.158, 0.118, 0.095, 0.066, 0.131, 0.137, 0.115, 0.137, -0.149, 0.517